1.
# C44H37NP2PdS3Sb

C44H37NP2PdS3Sb as an isolated structure (ωB97M-V with the def2-TZVPD basis set, the OMol25 dataset).

Results
ΔE to the lowest compared entry with this formula, charge and spin ... 14.7 kcal per mole
Orbital gap (spin up / spin down) ... 5.45 / 5.85 eV
Lowest unoccupied orbital energy (spin up / spin down) ... -1.3161 / -1.3105 eV
<S²> ... 0.757
Spin multiplicity ... 2

```
89
Properties=species:S:1:pos:R:3:forces:R:3:lowdin_spin:R:1
Sb 4.729 0.345 1.702 -0.070 -0.055 -0.147 0.02
Pd 0.802 0.391 0.459 0.418 -0.070 0.219 0.53
S 4.476 -0.991 -0.204 0.036 0.099 0.177 0.04
S 2.721 1.316 2.002 -0.057 -0.053 -0.080 0.01
S 2.568 -0.978 -0.908 0.020 0.031 -0.138 0.13
P 0.769 2.389 -0.905 -0.125 -0.120 0.101 0.02
P 0.254 -0.821 2.422 -0.176 -0.056 -0.002 0.02
N -0.269 1.814 1.776 -0.087 -0.010 -0.254 0.15
C -1.755 0.032 -1.001 -0.079 -0.041 0.159 0.00
C -1.421 -1.531 2.527 0.099 -0.142 0.051 0.01
C -2.887 -0.586 -1.737 0.019 -0.005 -0.029 0.00
C -3.528 0.118 -2.756 0.001 -0.038 0.025 0.00
C -3.360 -1.855 -1.406 -0.012 -0.021 -0.010 0.00
C -4.016 -2.521 2.715 0.007 -0.014 0.015 0.00
C 4.744 3.194 -0.964 -0.012 -0.008 0.009 0.00
C 2.444 4.539 -0.174 0.013 -0.040 0.043 0.00
C -0.568 3.894 2.539 -0.043 0.014 -0.057 0.00
C -4.431 -2.411 -2.089 0.008 -0.004 0.008 0.00
C 3.194 -4.017 3.920 -0.008 0.006 0.003 0.00
C 1.399 2.256 -3.623 0.000 -0.078 0.032 0.00
C -0.518 3.399 -0.060 0.007 -0.055 -0.010 0.00
C -0.619 -0.579 -0.675 -0.151 0.271 0.096 0.02
C -0.279 -1.916 -1.214 0.128 0.071 -0.190 0.00
C 2.137 -2.828 2.115 0.018 0.008 0.014 0.00
C 3.687 5.142 -0.037 -0.009 0.010 0.007 0.00
C -0.203 -3.071 -0.443 -0.012 -0.038 0.042 0.00
C -0.039 -2.015 -2.587 0.007 0.033 0.029 0.00
C -1.658 -2.771 3.117 0.010 -0.045 -0.140 0.00
C 1.387 -2.096 3.032 0.035 0.042 0.065 0.00
C -0.212 1.756 3.132 -0.072 0.037 -0.008 0.01
C -1.099 3.053 -4.508 -0.025 -0.021 -0.014 0.00
C -5.052 -1.707 -3.111 0.010 0.004 0.002 0.00
C 3.509 2.579 -1.077 0.005 0.043 -0.023 0.00
C 4.835 4.477 -0.439 0.012 0.011 0.006 0.00
C 1.142 2.350 -4.980 -0.002 0.001 -0.002 0.00
C -4.597 -0.439 -3.442 -0.005 0.010 -0.012 0.00
C 0.092 -4.293 -1.027 -0.014 0.017 0.045 0.00
C -2.952 -3.265 3.204 -0.022 -0.007 -0.010 0.00
C 0.326 -4.381 -2.392 0.004 0.041 -0.022 0.00
C 1.553 -2.327 4.398 -0.016 -0.016 -0.010 0.00
C -0.109 2.751 -5.429 0.002 -0.002 0.014 0.00
C -0.462 3.108 1.406 0.056 0.006 0.086 0.01
C -2.494 -0.781 2.049 -0.042 0.038 0.099 0.00
C 2.348 3.257 -0.702 0.036 0.026 -0.073 0.00
C 0.172 0.449 3.763 -0.065 0.058 -0.107 0.00
C 3.037 -3.787 2.562 0.001 -0.009 -0.008 0.00
C 2.452 -3.285 4.840 0.000 -0.002 -0.003 0.00
C 0.409 2.559 -2.686 0.020 -0.144 -0.029 0.01
C -0.419 3.022 3.649 0.061 -0.035 0.042 0.00
C -3.786 -1.276 2.145 0.020 0.026 -0.002 0.00
C -0.846 2.951 -3.148 -0.035 0.032 0.021 0.00
C 0.258 -3.234 -3.171 0.012 -0.049 0.009 0.00
H 0.560 -5.336 -2.845 0.002 -0.001 0.001 0.00
H 2.381 1.943 -3.295 -0.009 -0.013 -0.008 0.00
H 3.622 -4.344 1.842 0.001 0.000 0.000 0.00
H -1.940 1.044 -0.657 0.034 0.068 0.015 0.00
H -2.078 3.370 -4.845 0.006 -0.004 -0.001 0.00
H -5.024 -2.909 2.779 -0.001 0.002 0.000 0.00
H -0.309 2.829 -6.490 -0.002 -0.001 -0.001 0.00
H 0.982 -1.758 5.122 -0.008 0.002 -0.005 0.00
H -3.168 1.102 -3.026 0.016 0.063 -0.002 0.00
H 2.039 -2.630 1.054 -0.004 0.005 -0.013 0.00
H -0.833 -3.365 3.489 -0.002 0.004 0.009 0.00
H 1.923 2.110 -5.689 0.002 0.001 0.002 0.00
H 0.442 -3.288 -4.237 -0.001 -0.004 0.000 0.00
H -5.074 0.120 -4.238 -0.002 -0.003 0.002 0.00
H -0.397 -3.031 0.621 -0.009 0.038 0.005 0.00
H -1.640 3.196 -2.456 0.014 -0.005 0.002 0.00
H 2.576 -3.458 5.901 0.003 -0.001 -0.001 0.00
H -3.127 -4.234 3.653 0.000 0.001 0.000 0.00
H 3.756 6.134 0.390 0.001 0.000 -0.002 0.00
H 5.638 2.663 -1.269 0.001 0.001 -0.002 0.00
H 5.801 4.954 -0.335 0.000 0.001 0.000 0.00
H 3.441 1.554 -1.426 0.018 0.011 0.005 0.00
H -0.548 0.105 4.509 0.010 0.005 0.000 0.00
H 1.156 0.509 4.231 0.027 -0.006 -0.014 0.00
H 1.560 5.064 0.162 0.006 0.009 -0.004 0.00
H -5.887 -2.143 -3.644 -0.002 0.004 -0.002 0.00
H -1.479 3.073 -0.466 -0.013 0.035 -0.040 0.00
H -0.086 -1.116 -3.191 -0.010 0.007 0.001 0.00
H -0.434 3.296 4.693 -0.006 0.003 -0.002 0.00
H 0.137 -5.181 -0.409 0.001 -0.004 -0.006 0.00
H -4.784 -3.398 -1.818 -0.001 -0.001 0.000 0.00
H -0.419 4.457 -0.304 0.031 0.001 0.022 0.00
H 3.900 -4.761 4.267 0.000 0.000 0.001 0.00
H -2.885 -2.406 -0.605 -0.022 0.016 -0.002 0.00
H -0.742 4.959 2.569 -0.009 -0.001 0.004 0.00
H -4.612 -0.689 1.765 0.001 -0.004 -0.004 0.00
H -2.312 0.192 1.616 0.001 0.020 -0.002 0.00
```
Forces are in eV/Å.

2.
# C44H38Cl2NP2SiTl

C44H38Cl2NP2SiTl as an isolated structure (ωB97M-V with the def2-TZVPD basis set, the OMol25 dataset).

Results
Orbital gap (spin up / spin down) ... 5.40 / 5.67 eV
Lowest unoccupied orbital energy (spin up / spin down) ... -0.9627 / -0.4932 eV

```
89
Properties=species:S:1:pos:R:3:forces:R:3:lowdin_charge:R:1
Tl 0.171 -0.418 1.121 -0.369 0.536 -0.290 0.52
Cl -0.263 -3.512 1.117 0.024 -0.351 0.269 0.55
Cl 1.055 -6.087 1.026 0.096 -0.068 -0.079 0.53
P 0.632 1.738 -0.776 0.084 1.070 -0.275 1.01
P -1.495 -1.160 -1.164 -0.604 -0.192 -0.649 0.99
Si -2.156 1.442 0.934 -0.201 0.022 0.236 0.62
N 1.963 -0.954 -0.081 -1.448 0.779 -0.652 -0.08
C 0.170 4.522 -0.693 -0.088 0.073 -0.029 -0.08
C -2.208 -3.814 -1.982 0.079 0.239 0.059 -0.09
C -0.778 -1.188 -2.842 0.151 0.060 0.275 -0.36
C -1.665 5.558 0.444 -0.052 0.084 0.010 -0.08
C -3.910 -4.117 0.190 -0.036 -0.014 0.093 -0.08
C 2.791 2.150 0.883 -0.081 -0.113 -0.011 -0.10
C -3.000 -0.142 -1.390 0.177 -0.042 0.092 -0.38
C 4.739 3.462 0.401 0.039 0.024 0.032 -0.08
C 0.466 -1.379 -5.319 -0.025 -0.134 0.003 -0.09
C -3.395 1.619 2.392 0.641 -0.038 -0.525 -0.21
C -2.371 -2.770 -1.083 0.153 0.013 0.080 -0.42
C 5.416 -2.884 1.188 0.165 -0.060 0.032 -0.13
C 4.273 3.673 -0.886 0.133 0.107 -0.029 -0.08
C 4.283 -2.902 1.989 0.341 -0.088 -0.041 -0.12
C -3.931 -0.530 -2.354 -0.192 0.047 -0.026 -0.10
C -3.234 0.968 -0.582 0.562 -0.273 0.298 -0.28
C -1.446 3.150 0.470 0.133 -0.524 0.195 -0.30
C 1.641 1.475 -4.704 0.109 0.076 -0.044 -0.09
C 5.364 -2.174 -0.007 0.233 -0.148 0.086 -0.12
C -3.738 -5.162 -0.707 -0.016 -0.032 -0.058 -0.08
C -1.282 -0.491 -3.934 -0.052 -0.025 -0.052 -0.08
C 4.239 -1.498 -0.403 -0.429 0.083 -0.210 -0.06
C 3.070 3.123 -1.293 -0.024 -0.115 0.024 -0.10
C 0.998 -4.468 0.320 0.272 0.032 -0.076 -0.96
C 3.999 2.691 1.283 0.065 0.079 0.145 -0.07
C 0.684 2.250 -5.342 0.075 0.161 0.010 -0.10
C -0.401 2.645 -3.237 0.035 0.001 0.110 -0.09
C 3.132 -2.263 1.593 -0.458 0.413 0.207 -0.13
C 1.009 -2.026 -4.221 0.071 -0.131 -0.112 -0.07
C -4.377 1.725 -0.834 -0.089 0.135 0.064 -0.10
C 3.041 -1.534 0.370 1.126 -0.832 0.934 -0.52
C -2.112 4.314 0.844 -0.134 0.014 0.104 -0.10
C -0.344 2.817 -4.609 -0.041 0.047 -0.181 -0.08
C -2.894 -5.002 -1.792 -0.026 -0.198 0.039 -0.08
C -0.286 3.266 -0.303 -0.037 -0.185 0.065 -0.37
C -5.284 1.361 -1.811 -0.082 0.129 0.064 -0.07
C 0.391 -1.931 -2.988 -0.084 0.070 0.123 -0.12
C 2.312 2.364 -0.405 0.037 -0.232 0.024 -0.35
C 0.592 1.918 -2.589 -0.079 -0.256 0.027 -0.36
C 1.589 1.295 -3.335 -0.108 0.004 0.009 -0.11
C -0.670 -0.602 -5.170 -0.027 -0.110 -0.073 -0.09
C -0.523 5.663 -0.334 0.042 0.044 -0.020 -0.07
C -5.078 0.211 -2.558 0.074 -0.070 -0.068 -0.06
C -3.229 -2.931 0.004 0.016 -0.002 -0.096 -0.14
H 4.362 2.523 2.286 0.014 -0.053 0.053 0.11
H -3.756 -1.423 -2.938 -0.013 -0.048 -0.016 0.11
H 1.065 4.612 -1.293 0.005 0.008 0.012 0.10
H -5.808 -0.105 -3.291 -0.007 0.006 -0.050 0.11
H -1.098 3.408 -5.108 -0.090 0.044 -0.029 0.11
H 1.918 -2.602 -4.316 0.080 -0.056 -0.045 0.11
H -4.561 2.611 -0.246 -0.103 0.153 0.066 0.10
H 2.728 3.284 -2.306 -0.003 0.038 0.021 0.10
H 0.942 -1.460 -6.285 0.071 -0.008 -0.110 0.11
H 4.224 -0.945 -1.331 0.026 0.086 -0.103 0.09
H -4.261 -6.096 -0.559 -0.023 -0.038 0.010 0.10
H -1.547 -3.700 -2.830 0.037 -0.012 -0.076 0.10
H 1.959 -3.969 0.490 -0.310 -0.147 -0.103 0.01
H 0.742 2.414 -6.408 -0.012 -0.024 -0.089 0.11
H -1.075 -0.064 -6.016 -0.011 0.025 -0.032 0.11
H 0.826 -2.401 -2.117 0.117 -0.051 0.075 0.09
H 0.743 -4.557 -0.736 0.023 0.045 0.205 0.03
H 4.845 4.281 -1.574 0.028 -0.016 -0.047 0.10
H 6.329 -3.376 1.488 -0.001 -0.075 0.049 0.09
H -6.164 1.964 -1.978 -0.084 0.053 -0.003 0.10
H -4.282 2.150 2.066 -0.225 0.152 -0.129 0.02
H 2.216 1.545 1.580 0.114 0.073 -0.043 0.07
H 6.241 -2.136 -0.640 0.075 0.024 -0.041 0.10
H 4.299 -3.425 2.936 -0.019 -0.017 0.065 0.10
H 2.260 -2.236 2.246 0.109 -0.126 -0.049 0.06
H -4.560 -4.239 1.043 -0.070 0.010 0.063 0.11
H -2.996 4.248 1.460 -0.160 0.012 0.108 0.09
H -2.963 2.167 3.222 0.158 0.066 0.155 0.03
H -2.757 -5.813 -2.491 -0.004 -0.094 -0.091 0.10
H -3.714 0.647 2.754 0.004 -0.206 0.014 0.02
H 5.677 3.898 0.717 0.037 -0.009 0.003 0.10
H 2.323 0.684 -2.825 0.112 -0.024 -0.013 0.11
H -1.206 3.092 -2.669 0.003 0.052 -0.010 0.11
H -3.347 -2.115 0.709 -0.066 0.011 0.067 0.11
H -2.204 6.447 0.737 -0.038 0.057 0.031 0.10
H -0.172 6.633 -0.654 0.046 0.066 -0.016 0.11
H -2.141 0.154 -3.831 -0.033 -0.016 0.006 0.10
H 2.432 1.017 -5.281 0.062 -0.073 -0.023 0.11
```
Forces are in eV/Å.

3.
# C44H38CoN5O3P2

C44H38CoN5O3P2 as an isolated structure (ωB97M-V with the def2-TZVPD basis set, the OMol25 dataset).

Results
Orbital gap (spin up / spin down) ... 7.84 / 8.12 eV
Charge ... +1
Lowest unoccupied orbital energy (spin up / spin down) ... -2.6584 / -2.8014 eV
<S²> ... 0.760
Spin multiplicity ... 2

```
93
Properties=species:S:1:pos:R:3:forces:R:3:lowdin_spin:R:1
Co 0.314 1.106 -0.655 0.236 -0.124 -0.165 0.91
P -0.852 -0.894 -1.332 0.121 -0.117 0.147 0.04
P -1.633 2.183 -1.138 -0.098 0.048 -0.090 -0.01
O 0.719 1.273 -2.608 0.003 0.101 0.141 0.01
O 1.277 0.517 -4.538 0.038 0.058 0.052 0.00
O 2.732 0.442 -2.956 -0.189 -0.098 -0.332 0.00
N 2.188 -3.411 0.920 0.026 0.002 -0.010 0.00
N 1.616 0.715 -3.396 -0.286 -0.131 -0.080 0.00
N 0.094 1.302 1.273 0.066 -0.141 -0.125 0.00
N 0.816 -5.310 1.337 -0.001 0.013 -0.032 0.00
N 2.150 0.537 -0.224 -0.108 -0.207 -0.429 0.00
C -2.380 -0.260 -2.143 -0.003 -0.024 -0.024 0.00
C -0.013 -1.880 -2.597 -0.008 -0.003 0.009 0.01
C -2.447 3.692 -4.860 -0.002 0.003 -0.004 0.00
C 3.055 1.274 -0.877 0.326 1.148 1.927 0.01
C 1.861 0.557 5.653 0.004 -0.002 -0.005 0.00
C -0.464 1.082 6.044 -0.002 0.003 -0.006 0.00
C -1.379 4.553 -5.055 0.002 -0.001 -0.004 0.00
C 0.222 1.199 2.407 -0.019 0.185 0.032 0.00
C 1.265 -4.306 0.591 -0.017 0.014 0.012 0.00
C -2.674 2.877 1.341 -0.032 0.006 -0.015 0.00
C -0.593 -2.200 -3.823 -0.008 -0.018 -0.005 0.00
C -0.403 4.684 -4.075 -0.005 0.002 0.000 0.00
C -3.117 5.537 0.704 0.001 -0.002 -0.005 0.00
C 3.874 -2.674 2.524 -0.024 -0.023 -0.066 0.00
C 1.400 -3.377 -4.469 -0.001 -0.002 -0.004 0.00
C -2.546 2.962 -3.683 -0.009 -0.003 0.012 0.00
C 1.278 -2.323 -2.315 0.011 -0.007 0.007 0.00
C 4.354 -1.546 1.992 -0.026 0.025 0.027 0.00
C -0.665 1.244 4.685 -0.004 0.024 0.011 0.00
C 0.411 1.062 3.817 -0.012 -0.076 -0.026 0.00
C -1.755 -1.738 1.156 0.057 -0.002 0.031 0.00
C 0.114 -2.944 -4.755 -0.008 -0.012 0.006 0.00
C 4.406 1.175 -0.571 0.111 -0.286 -0.144 0.00
C 3.876 -0.630 0.942 -0.046 -0.023 0.030 0.00
C -2.357 -4.322 0.350 0.018 -0.002 0.020 0.00
C 1.980 -3.071 -3.246 -0.001 -0.016 0.018 0.00
C 2.544 -0.426 0.615 -0.006 -0.066 -0.053 0.00
C -1.569 3.083 -2.702 -0.026 0.064 0.031 0.00
C -2.570 4.681 -0.244 0.036 0.015 0.021 0.00
C -2.926 0.902 -1.313 0.015 -0.036 0.026 0.00
C -2.339 3.345 0.069 -0.011 -0.032 0.013 0.00
C -0.494 3.946 -2.909 -0.008 0.011 -0.002 0.00
C 1.676 0.715 4.291 -0.015 -0.025 0.006 0.00
C 0.794 0.741 6.524 0.005 0.003 0.003 0.00
C -1.815 -3.426 -0.555 -0.028 0.025 0.014 0.00
C -3.445 5.065 1.964 -0.001 0.001 0.008 0.00
C -2.304 -2.636 2.063 0.011 0.017 -0.002 0.00
C 1.372 -5.428 2.538 0.008 0.001 0.029 0.00
C 4.808 0.226 0.342 0.031 -0.020 -0.158 0.00
C 2.759 -3.549 2.123 0.008 0.027 -0.005 0.00
C 2.367 -4.574 2.978 -0.008 -0.002 0.020 0.00
C -3.229 3.729 2.280 0.015 0.001 -0.004 0.00
C -2.602 -3.928 1.660 0.002 -0.020 -0.007 0.00
C -1.504 -2.124 -0.158 -0.113 0.016 -0.053 0.01
H -1.617 -3.741 -1.573 0.002 -0.003 -0.006 0.00
H -3.119 -1.059 -2.228 0.004 0.002 -0.040 0.00
H 0.945 0.617 7.588 0.001 0.000 0.000 0.00
H -2.516 1.835 1.596 -0.022 -0.010 -0.003 0.00
H -3.391 2.300 -3.547 0.002 0.000 -0.004 0.00
H -3.498 3.356 3.260 -0.012 -0.001 -0.002 0.00
H -3.207 3.587 -5.622 0.001 -0.003 0.000 0.00
H -1.595 -1.871 -4.064 0.005 0.012 -0.006 0.00
H -3.018 -4.634 2.367 -0.004 0.002 -0.001 0.00
H 0.280 4.037 -2.155 0.007 -0.009 -0.002 0.00
H -1.638 1.511 4.295 0.001 0.006 -0.002 0.00
H -2.114 0.076 -3.148 0.042 0.030 0.016 0.00
H 1.018 -6.241 3.162 0.002 0.000 0.000 0.00
H -1.509 -0.731 1.475 -0.001 -0.014 -0.008 0.00
H -3.167 0.563 -0.301 0.005 0.015 0.006 0.00
H -3.877 5.732 2.698 0.000 -0.001 0.000 0.00
H 2.831 -4.704 3.946 0.000 -0.002 0.000 0.00
H 0.835 -4.209 -0.398 -0.018 0.006 -0.011 0.00
H -3.841 1.328 -1.725 0.006 -0.011 -0.012 0.00
H 0.434 5.352 -4.228 0.002 -0.002 -0.002 0.00
H 2.984 -3.404 -3.019 0.001 0.006 -0.005 0.00
H -3.291 6.574 0.450 -0.002 0.000 -0.002 0.00
H -1.303 5.120 -5.973 0.001 -0.001 -0.001 0.00
H 5.109 1.852 -1.034 0.011 0.001 0.025 0.00
H -1.287 1.223 6.731 -0.001 0.000 0.000 0.00
H 2.492 0.565 3.595 0.009 0.010 0.002 0.00
H 2.691 2.212 -1.274 -0.060 -0.351 -0.760 0.00
H 5.285 -1.202 2.434 -0.020 0.027 0.029 0.00
H 1.757 -1.016 1.062 0.003 -0.011 0.029 0.00
H -2.493 -2.327 3.084 -0.001 -0.001 0.001 0.00
H 1.952 -3.951 -5.202 0.001 0.002 -0.001 0.00
H -0.340 -3.181 -5.707 0.002 0.004 -0.002 0.00
H 4.437 -3.069 3.363 0.015 -0.011 -0.011 0.00
H 1.744 -2.090 -1.363 0.002 0.020 -0.011 0.00
H 2.836 0.289 6.035 0.000 0.003 0.002 0.00
H 5.852 0.153 0.625 0.002 -0.007 -0.013 0.00
H -2.328 5.058 -1.229 -0.006 -0.002 -0.001 0.00
H -2.577 -5.334 0.041 -0.003 0.000 -0.004 0.00
```
Forces are in eV/Å.

| no. | strongest force on any atom (eV Å⁻¹) | DFT total energy (a.u.) |
| --- | --- | --- |
| 1 | 0.5 | -3999.0794 |
| 2 | 1.8 | -3819.2252 |
| 3 | 2.3 | -4264.1991 |